Here is C8H13N as an isolated structure at a distorted geometry from the Open Molecules 2025 dataset. Energies are from wB97M-V/def2-TZVPD.

- Strongest force on any atom: 8.55 eV/Å
- E: -367.0401 a.u.
- HOMO level: -8.53 eV

Last column: Löwdin charge in e.
Geometry (Å):
1 C -1.51961 1.55619 -0.00110  -0.04
2 C -0.36133 1.66156 -1.12197  -0.29
3 C -0.43685 2.51793 -2.28526  -0.10
4 C 0.72283 0.86740 -0.87416  -0.06
5 C 0.97531 -0.26673 0.08389  -0.37
6 C -0.16632 -1.40654 0.16140  -0.27
7 C 0.06285 -2.49841 0.98948  -0.23
8 C 0.32673 -3.40409 1.74953  0.08
9 H -1.53273 0.83877 0.94765  0.09
10 H -2.45373 1.39215 -0.40512  0.03
11 H -1.61314 2.53697 0.39835  0.05
12 H -1.34756 2.49592 -2.98258  0.11
13 H 0.63265 2.59602 -2.85275  0.14
14 H -0.25232 3.53250 -2.03218  0.05
15 H 1.47329 0.74158 -1.66063  0.10
16 H 1.89226 -0.75509 -0.18816  0.12
17 H -0.32375 -0.55485 2.01711  0.22
18 H 1.08401 0.94552 1.29816  0.12
19 H -1.27847 -0.98804 0.15783  0.16
20 H -0.36266 -1.75338 -0.68960  0.03
21 H 0.21587 -4.09965 2.78107  0.12
22 N 0.89209 -0.15605 1.57144  -0.05

=====

Here is a 2-piece molecular cluster, C2HCl3OS overall at a distorted geometry from the Open Molecules 2025 dataset. Energies are from wB97M-V/def2-TZVPD.

- Strongest force on any atom: 2.73 eV/Å
- E: -1930.6162 a.u.
- HOMO level (alpha / beta): -9.13 / -10.22 eV

Last column: Löwdin charge in e.
Geometry (Å):
1 C -0.91536 0.60553 0.49618  -0.29
2 C 1.38992 -0.78944 -0.03410  -1.67
3 O -3.07793 1.30318 -0.71423  -0.54
4 S -1.91765 0.45030 -0.70375  0.77
5 Cl 2.15894 0.48377 -0.94408  0.55
6 Cl 0.68961 -1.98130 -0.89344  0.64
7 Cl 2.27150 -1.27126 1.43785  0.52
8 H -0.59902 1.19924 1.35557  0.03

=====

The highest E belongs to which entry?
C8H13N